A structure of composition C17H18BBrN6O2Os in a non-equilibrium geometry. Source: the OMol25 dataset; level of theory: wB97M-V/def2-TZVPD.

CARTESIAN COORDINATES (ANGSTROEM)
H (-0.172, -3.007, 0.464)
N (-0.877, -1.745, -1.069)
B (-2.073, -0.725, -3.085)
N (-1.727, -1.930, -2.183)
C (-2.052, -3.229, -2.250)
Os (0.163, -0.069, -0.659)
H (-2.667, -3.582, -3.069)
C (-1.477, -3.896, -1.170)
H (-1.565, -4.937, -0.929)
C (-0.751, -2.949, -0.446)
H (-2.891, -0.960, -3.915)
C (2.777, 2.138, 0.588)
H (3.438, 2.152, 1.463)
H (1.874, 2.732, 0.790)
H (3.339, 2.560, -0.255)
N (-0.674, -0.334, -3.612)
N (-2.414, 0.478, -2.175)
N (0.327, -0.021, -2.664)
N (-1.620, 0.763, -1.039)
C (-0.150, -0.207, -4.836)
C (-3.364, 1.415, -2.251)
H (-0.801, -0.413, -5.678)
H (-4.033, 1.379, -3.097)
C (1.183, 0.173, -4.723)
C (-3.264, 2.259, -1.157)
C (1.464, 0.267, -3.357)
C (-2.176, 1.831, -0.412)
H (1.866, 0.348, -5.540)
H (-3.914, 3.079, -0.916)
H (2.361, 0.502, -2.795)
H (-1.742, 2.137, 0.526)
H (2.438, 1.109, 0.359)
Br (2.110, -2.274, 2.529)
C (1.719, -0.886, 3.774)
C (2.285, -1.010, 5.049)
C (2.165, 0.009, 6.009)
C (1.488, 1.179, 5.671)
C (0.921, 1.317, 4.409)
C (0.976, 0.288, 3.461)
C (0.252, 0.561, 2.157)
O (-0.326, 1.647, 1.974)
O (0.311, -0.403, 1.257)
H (2.859, -1.892, 5.313)
H (2.602, -0.098, 7.003)
H (1.404, 2.011, 6.366)
H (0.407, 2.230, 4.120)

Atoms 1-6, force components in eV/Å:
H -0.0852 -0.1572 -0.1408
N -1.1584 -2.4078 -0.5457
B 0.9919 0.3750 0.5692
N 0.8362 -0.4680 1.6892
C 0.2559 0.7320 0.4316
Os -0.0111 0.3268 -2.0820

- charge = +2
- multiplicity = 5
- ⟨S²⟩ = 6.034
- electronic energy (eV) = -104124.889
- Kohn-Sham gap (alpha / beta) (eV) = 6.884 / 3.990

Atom charges from the Mulliken analysis, given in e for atoms 1 to 5: H 0.33; N -0.30; B 0.31; N -0.04; C -0.06